Density functional theory data (wB97M-V/def2-TZVPD) for a molecular structure, C6H12OS in a non-equilibrium geometry.

- Charge: 0
- Calculated total energy: -19290.4278 eV
- Strongest force on any atom: 6.65 eV/Å

Each line ends with the natural charge from an NBO analysis.
Geometry (Å):
C  -3.612  -0.014  -0.275  -0.83
C  -0.986  0.490  -0.148  -0.38
C  0.368  0.537  -0.167  -0.05
C  1.165  1.768  0.384  -0.67
C  1.161  -0.839  -0.352  0.05
C  1.756  -1.395  0.966  -0.66
H  -4.552  0.294  0.874  0.23
H  -3.395  1.120  -0.945  0.26
H  -4.080  -1.117  -0.958  0.25
H  -1.457  1.589  -0.339  0.22
H  2.150  2.032  -0.415  0.23
H  0.701  2.833  0.373  0.24
H  1.586  1.441  1.505  0.24
H  0.584  -1.543  -0.849  0.18
H  1.958  -2.612  0.782  0.21
H  1.123  -1.375  1.999  0.23
H  2.818  -0.822  0.910  0.25
H  2.415  -0.896  -2.355  0.46
O  2.378  -0.584  -1.040  -0.72
S  -2.083  -0.906  0.050  0.26

Density functional theory data (wB97M-V/def2-TZVPD) for 12 unconnected molecules or ions with the total composition C50H120N4O12 in a non-equilibrium geometry.

- Charge: 0
- Calculated total energy: -84313.6621 eV
- Strongest force on any atom: 3.62 eV/Å
- SMILES: CC1(C)CCCC(C)(C)N1O.CC1(C)CCCC(C)(C)N1O.CC1(C)CCCC(C)(C)N1O.CC1(C)CCCC(C)(C)N1O.CCO.CCO.CCO.CCO.CCO.CCO.CO.CO

Each line ends with the Mulliken charge.
Geometry (Å):
C  -9.245  -26.275  14.672  -1.99
C  -8.839  -25.241  13.547  1.83
C  -7.828  -25.949  12.696  -1.12
C  -7.599  -25.309  11.285  -0.74
C  -8.996  -25.141  10.637  -1.31
C  -10.058  -24.340  11.460  1.38
N  -10.112  -24.982  12.796  0.15
O  -11.171  -24.466  13.685  -0.45
C  -9.785  -22.829  11.494  -1.55
C  -11.487  -24.604  10.720  -1.82
C  -8.223  -23.961  14.225  -1.86
H  -8.346  -26.631  15.175  0.45
H  -9.799  -27.094  14.212  0.48
H  -9.923  -26.021  15.486  0.37
H  -6.800  -25.934  13.056  0.39
H  -8.217  -26.899  12.330  0.40
H  -7.029  -25.965  10.627  0.41
H  -7.071  -24.356  11.292  0.34
H  -9.441  -26.113  10.425  0.42
H  -8.866  -24.725  9.638  0.44
H  -10.725  -22.325  11.718  0.39
H  -9.017  -22.430  12.157  0.32
H  -9.556  -22.503  10.480  0.38
H  -11.782  -25.645  10.590  0.39
H  -12.215  -24.162  11.400  0.44
H  -11.542  -24.107  9.751  0.38
H  -9.065  -23.283  14.372  0.41
H  -7.436  -23.533  13.604  0.31
H  -7.804  -24.086  15.223  0.42
H  -11.683  -25.261  13.853  0.34
C  -23.391  -20.098  27.949  -1.53
C  -22.144  -20.177  28.814  1.62
C  -21.934  -21.687  29.239  -1.45
C  -21.264  -22.582  28.248  -0.66
C  -20.012  -21.902  27.734  -1.22
C  -20.170  -20.483  27.117  1.78
N  -20.969  -19.625  28.062  0.07
O  -21.328  -18.476  27.425  -0.47
C  -18.738  -19.889  27.118  -2.00
C  -20.593  -20.625  25.628  -1.86
C  -22.434  -19.449  30.127  -1.80
H  -23.186  -20.019  26.882  0.37
H  -23.816  -19.102  28.078  0.39
H  -24.078  -20.942  28.010  0.31
H  -21.449  -21.681  30.215  0.41
H  -22.904  -22.144  29.438  0.43
H  -21.979  -22.659  27.429  0.28
H  -21.078  -23.598  28.596  0.42
H  -19.615  -22.730  27.147  0.43
H  -19.334  -21.829  28.585  0.41
H  -18.412  -19.583  28.112  0.46
H  -18.015  -20.647  26.817  0.39
H  -18.694  -18.973  26.528  0.43
H  -21.578  -21.076  25.508  0.35
H  -20.668  -19.619  25.216  0.41
H  -19.908  -21.198  25.003  0.46
H  -23.377  -19.795  30.550  0.37
H  -22.550  -18.369  30.038  0.39
H  -21.638  -19.573  30.862  0.44
H  -20.652  -17.867  27.731  0.37
C  -10.932  -15.213  14.721  -1.58
C  -12.484  -15.015  14.655  1.60
C  -13.021  -14.880  13.195  -1.23
C  -12.916  -16.193  12.428  -0.67
C  -13.569  -17.313  13.227  -1.26
C  -12.993  -17.545  14.634  1.69
N  -13.125  -16.234  15.312  0.01
O  -12.792  -16.498  16.646  -0.41
C  -13.829  -18.766  15.239  -1.91
C  -11.568  -18.159  14.555  -1.78
C  -12.976  -13.773  15.427  -1.71
H  -10.329  -14.307  14.658  0.42
H  -10.504  -15.806  13.913  0.30
H  -10.723  -15.688  15.680  0.32
H  -14.021  -14.453  13.111  0.46
H  -12.299  -14.167  12.799  0.36
H  -11.856  -16.325  12.214  0.29
H  -13.386  -16.126  11.446  0.41
H  -13.469  -18.135  12.519  0.42
H  -14.648  -17.160  13.225  0.44
H  -13.956  -19.636  14.595  0.38
H  -13.310  -19.135  16.124  0.34
H  -14.786  -18.384  15.594  0.46
H  -11.160  -18.087  15.563  0.41
H  -11.529  -19.181  14.179  0.43
H  -10.871  -17.694  13.858  0.29
H  -12.308  -12.953  15.163  0.36
H  -12.836  -13.897  16.501  0.45
H  -13.948  -13.547  14.990  0.39
H  -13.504  -16.082  17.137  0.35
C  -10.767  -22.211  21.744  -1.68
C  -11.734  -22.081  20.481  1.38
C  -12.680  -23.412  20.475  -0.89
C  -13.880  -23.214  21.394  -0.64
C  -14.664  -21.885  21.217  -1.04
C  -13.693  -20.703  21.356  1.63
N  -12.509  -20.877  20.475  0.66
O  -11.693  -19.737  20.382  -0.47
C  -14.464  -19.527  20.808  -2.23
C  -13.330  -20.412  22.776  -1.95
C  -10.967  -22.138  19.159  -2.03
H  -11.292  -22.187  22.699  0.31
H  -9.988  -21.464  21.896  0.34
H  -10.235  -23.162  21.721  0.43
H  -12.929  -23.768  19.475  0.38
H  -12.202  -24.235  21.006  0.29
H  -13.517  -23.391  22.406  0.27
H  -14.683  -23.853  21.027  0.35
H  -15.472  -21.923  21.947  0.39
H  -15.193  -21.888  20.264  0.36
H  -14.787  -19.705  19.782  0.43
H  -15.349  -19.415  21.433  0.45
H  -13.898  -18.596  20.842  0.50
H  -12.955  -21.226  23.395  0.27
H  -12.585  -19.618  22.830  0.40
H  -14.160  -20.049  23.381  0.45
H  -10.258  -21.312  19.202  0.43
H  -11.687  -22.044  18.347  0.45
H  -10.333  -23.016  19.025  0.40
H  -12.087  -19.306  19.621  0.35
C  -13.913  -14.940  24.344  -0.95
C  -13.253  -15.029  25.756  -0.24
O  -12.008  -14.350  25.907  -0.54
H  -14.878  -15.446  24.397  0.31
H  -13.217  -15.431  23.663  0.24
H  -14.069  -13.924  23.983  0.32
H  -13.187  -16.092  25.986  0.26
H  -13.862  -14.591  26.548  0.30
H  -11.691  -14.522  26.797  0.31
C  -19.283  -24.172  15.652  -1.01
C  -17.827  -24.244  16.200  0.00
O  -17.599  -23.027  16.710  -0.49
H  -19.422  -24.613  14.665  0.30
H  -19.690  -23.162  15.614  0.29
H  -19.996  -24.727  16.261  0.26
H  -17.035  -24.538  15.512  0.30
H  -17.883  -25.016  16.967  0.11
H  -16.915  -23.072  17.382  0.25
C  -8.109  -18.165  24.604  -0.98
C  -6.616  -18.380  24.362  -0.14
O  -5.823  -17.723  25.242  -0.51
H  -8.325  -17.099  24.538  0.27
H  -8.435  -18.398  25.618  0.31
H  -8.754  -18.718  23.921  0.23
H  -6.488  -17.845  23.421  0.24
H  -6.363  -19.427  24.196  0.24
H  -5.011  -17.643  24.734  0.33
C  -5.062  -27.072  19.448  -0.95
C  -6.003  -26.057  20.239  -0.21
O  -6.121  -26.327  21.642  -0.52
H  -5.038  -26.781  18.398  0.30
H  -5.399  -28.105  19.528  0.28
H  -4.011  -27.081  19.735  0.28
H  -6.982  -25.981  19.766  0.25
H  -5.580  -25.058  20.139  0.27
H  -5.630  -25.656  22.121  0.29
C  -5.598  -23.260  25.534  -1.00
C  -4.162  -23.049  25.073  -0.28
O  -3.811  -23.946  24.097  -0.48
H  -5.635  -24.309  25.829  0.32
H  -6.295  -23.023  24.730  0.23
H  -5.827  -22.534  26.314  0.33
H  -3.454  -23.228  25.883  0.31
H  -3.956  -22.001  24.856  0.28
H  -2.876  -24.130  24.213  0.30
C  -19.018  -28.950  20.083  -1.03
C  -17.996  -28.805  21.119  -0.16
O  -17.834  -27.446  21.560  -0.48
H  -18.731  -29.769  19.424  0.35
H  -18.913  -28.103  19.405  0.20
H  -20.038  -28.867  20.460  0.29
H  -17.143  -29.110  20.512  0.24
H  -18.082  -29.600  21.860  0.32
H  -17.243  -27.428  22.316  0.26
C  -14.759  -27.233  25.315  -0.56
O  -16.117  -27.046  25.442  -0.48
H  -14.519  -27.723  24.371  0.20
H  -14.204  -26.325  25.552  0.24
H  -14.596  -27.968  26.103  0.30
H  -16.283  -26.819  26.359  0.29
C  -21.022  -23.435  20.476  -0.56
O  -20.912  -24.829  20.174  -0.45
H  -21.994  -23.160  20.885  0.27
H  -20.375  -23.245  21.333  0.20
H  -20.738  -22.727  19.698  0.25
H  -19.983  -24.982  20.356  0.29

Density functional theory data (wB97M-V/def2-TZVPD) for a single C5H8O4 molecule in a non-equilibrium geometry.

- Charge: 0
- Calculated total energy: -13503.0212 eV
- Strongest force on any atom: 2.15 eV/Å
- SMILES: C=C(O)C(=O)[C@H](O)CO

Each line ends with the natural charge from an NBO analysis.
Geometry (Å):
C  -2.065  -0.487  -0.312  -0.08
C  -0.827  0.261  -0.735  -0.04
C  0.441  -0.566  -0.374  0.50
C  1.721  0.131  0.042  0.18
C  2.725  -0.623  0.519  -0.41
H  -3.118  -0.521  1.366  0.49
H  -2.107  -1.581  -0.533  0.20
H  -2.952  -0.111  -0.797  0.17
H  -0.869  0.420  -1.795  0.22
H  -1.226  1.290  0.832  0.51
H  0.764  1.797  -0.263  0.50
H  2.668  -1.692  0.434  0.23
H  3.601  -0.206  1.030  0.21
O  -2.251  -0.217  1.090  -0.75
O  -0.950  1.531  -0.127  -0.72
O  0.442  -1.791  -0.358  -0.52
O  1.668  1.515  0.006  -0.70

Density functional theory data (wB97M-V/def2-TZVPD) for 12 unconnected molecules or ions with the total composition C30H88N4O18 in a non-equilibrium geometry.

- Charge: 0
- Calculated total energy: -75340.5127 eV
- Strongest force on any atom: 3.89 eV/Å
- SMILES: COC[C@H](C)N.COC[C@H](C)N.COC[C@H](C)N.COC[C@H](C)N.OCCO.OCCO.OCCO.OCCO.OCCO.OCCO.CO.CO

Each line ends with the Mulliken charge.
Geometry (Å):
C  4.178  -8.322  -2.641  -0.29
C  4.820  -6.887  -2.619  -0.46
O  6.131  -6.971  -2.888  -0.53
O  4.226  -8.738  -4.032  -0.57
H  3.158  -8.277  -2.259  0.31
H  4.780  -9.094  -2.162  0.30
H  4.759  -6.372  -1.660  0.33
H  4.320  -6.260  -3.356  0.26
H  6.141  -7.456  -3.716  0.34
H  3.847  -9.619  -4.072  0.29
C  -2.213  -4.788  6.094  -0.53
C  -1.310  -3.607  6.528  -0.22
O  -1.309  -3.488  7.950  -0.52
O  -1.973  -5.959  6.786  -0.52
H  -2.082  -4.973  5.028  0.29
H  -3.255  -4.572  6.329  0.31
H  -1.806  -2.744  6.084  0.28
H  -0.297  -3.748  6.150  0.30
H  -0.700  -2.760  8.098  0.31
H  -2.419  -5.853  7.630  0.31
C  3.122  2.588  4.607  -0.29
C  4.367  3.249  5.235  -0.31
O  5.186  3.877  4.275  -0.52
O  2.119  2.401  5.646  -0.52
H  3.263  1.676  4.028  0.25
H  2.719  3.322  3.909  0.25
H  4.766  2.485  5.902  0.26
H  4.102  4.078  5.892  0.25
H  5.829  4.448  4.701  0.31
H  1.368  2.904  5.322  0.31
C  -1.474  7.242  -3.598  -0.30
C  -0.115  7.477  -4.380  -0.47
O  0.356  6.167  -4.733  -0.53
O  -2.493  6.788  -4.381  -0.49
H  -1.684  8.240  -3.214  0.32
H  -1.311  6.625  -2.715  0.24
H  0.715  7.966  -3.871  0.40
H  -0.415  7.870  -5.351  0.21
H  1.070  6.047  -4.102  0.30
H  -2.171  5.935  -4.681  0.31
C  -2.547  4.458  2.818  -0.35
C  -2.023  5.648  3.681  -0.44
O  -0.839  6.224  3.099  -0.49
O  -1.922  3.301  3.298  -0.50
H  -2.291  4.820  1.823  0.23
H  -3.636  4.449  2.788  0.30
H  -1.878  5.368  4.724  0.32
H  -2.712  6.493  3.691  0.34
H  -0.539  6.806  3.801  0.28
H  -1.323  2.949  2.635  0.29
C  -1.467  -7.103  -6.290  -0.35
C  -0.448  -7.254  -5.216  -0.40
O  -0.636  -6.361  -4.081  -0.47
O  -2.381  -8.066  -5.967  -0.53
H  -1.054  -7.338  -7.271  0.27
H  -1.908  -6.107  -6.326  0.31
H  0.549  -6.961  -5.544  0.25
H  -0.284  -8.289  -4.918  0.28
H  -1.432  -5.866  -4.287  0.30
H  -2.730  -7.944  -5.081  0.34
C  5.224  6.758  -4.526  -0.51
O  4.386  6.307  -3.478  -0.47
H  6.070  6.105  -4.740  0.22
H  4.651  6.765  -5.453  0.20
H  5.519  7.738  -4.150  0.26
H  4.801  6.623  -2.672  0.30
C  -4.130  -4.746  -0.977  -0.50
O  -4.240  -5.177  -2.243  -0.48
H  -3.195  -5.021  -0.487  0.18
H  -4.233  -3.664  -1.063  0.25
H  -4.981  -5.095  -0.392  0.23
H  -4.777  -4.521  -2.693  0.32
C  3.497  9.320  0.883  -1.46
C  4.747  8.829  1.711  0.76
C  4.524  8.861  3.219  -0.82
O  5.729  8.913  3.987  -0.33
C  6.057  10.300  4.258  -0.68
N  5.382  7.561  1.105  -0.72
H  2.568  8.760  0.989  0.30
H  3.689  9.371  -0.189  0.34
H  3.134  10.317  1.132  0.40
H  5.509  9.561  1.445  0.09
H  4.031  7.919  3.458  0.42
H  3.782  9.646  3.366  0.38
H  6.164  10.672  3.239  0.30
H  7.039  10.302  4.731  0.26
H  5.422  10.904  4.906  0.25
H  6.194  7.286  1.639  0.27
H  4.882  6.852  1.621  0.24
C  -9.036  2.666  -3.608  -1.29
C  -8.029  3.008  -4.751  0.39
C  -6.560  3.092  -4.353  -0.77
O  -6.095  1.820  -3.848  -0.34
C  -4.727  1.919  -3.462  -0.67
N  -8.247  1.984  -5.709  -0.66
H  -10.097  2.721  -3.851  0.39
H  -8.915  3.441  -2.852  0.32
H  -8.849  1.660  -3.232  0.30
H  -8.268  4.004  -5.124  0.24
H  -6.409  3.959  -3.710  0.40
H  -5.921  3.294  -5.212  0.44
H  -4.281  0.926  -3.406  0.22
H  -4.698  2.328  -2.452  0.28
H  -4.195  2.639  -4.084  0.26
H  -7.602  1.898  -6.481  0.22
H  -9.094  2.287  -6.168  0.24
C  0.193  -1.539  1.542  -1.48
C  0.598  -1.304  0.015  0.59
C  1.467  -0.084  -0.291  -0.63
O  0.817  1.064  0.143  -0.26
C  1.229  2.307  -0.524  -0.77
N  1.224  -2.552  -0.327  -0.69
H  -0.502  -0.744  1.812  0.32
H  0.974  -1.463  2.298  0.32
H  -0.487  -2.376  1.704  0.47
H  -0.329  -1.204  -0.548  0.16
H  1.540  0.022  -1.373  0.35
H  2.430  -0.160  0.215  0.27
H  0.904  3.129  0.114  0.18
H  0.674  2.330  -1.462  0.33
H  2.295  2.270  -0.749  0.34
H  1.010  -2.842  -1.270  0.25
H  0.845  -3.307  0.226  0.24
C  1.208  -9.875  2.018  -1.33
C  -0.061  -9.340  2.803  0.56
C  -1.319  -10.318  2.888  -0.82
O  -1.596  -10.907  1.672  -0.37
C  -1.993  -9.940  0.726  -0.69
N  0.349  -9.021  4.131  -0.67
H  2.007  -9.153  1.853  0.41
H  0.907  -10.077  0.990  0.28
H  1.683  -10.699  2.551  0.35
H  -0.473  -8.475  2.283  0.22
H  -2.159  -9.714  3.231  0.41
H  -1.061  -11.134  3.563  0.40
H  -2.706  -10.443  0.073  0.28
H  -1.090  -9.537  0.266  0.21
H  -2.620  -9.137  1.114  0.32
H  -0.367  -8.553  4.669  0.21
H  1.180  -8.448  4.183  0.23